# C32H63F13N3O8P2S

A 4-piece molecular cluster, C32H63F13N3O8P2S overall in a non-equilibrium geometry (ωB97M-V with the def2-TZVPD basis set, the Open Molecules 2025 dataset).

The geometry in XYZ format:
```
122
Properties=species:S:1:pos:R:3
C 0.689 4.046 1.599
C -0.765 4.379 1.883
C -1.740 3.349 2.448
N -2.333 2.199 1.630
S -4.080 2.709 1.271
C -1.716 2.068 0.234
C -2.108 3.191 -0.733
C -0.947 3.711 -1.602
O -0.558 4.966 -1.054
C -1.301 3.921 -3.082
N -0.243 3.429 -3.974
C -1.840 0.654 -0.355
P -1.822 0.555 -2.207
C -1.515 -1.243 -2.358
O -3.416 0.738 -2.619
C -3.125 -0.061 0.112
C -3.243 -0.174 1.635
C -3.131 -1.654 2.074
C -2.152 -2.570 1.320
C -1.293 -3.429 2.220
F -0.760 -2.761 3.272
F -2.084 -4.408 2.753
C -0.165 -4.197 1.485
F 0.427 -5.051 2.331
F -0.778 -4.934 0.521
C 0.875 -3.278 0.761
F 0.501 -3.151 -0.536
F 0.844 -2.022 1.308
C 2.336 -3.758 0.846
F 2.441 -4.942 0.208
F 2.677 -3.912 2.150
C 3.358 -2.762 0.232
F 2.897 -2.232 -0.915
F 3.563 -1.748 1.103
C 4.747 -3.433 -0.069
F 5.063 -4.381 0.826
F 5.695 -2.463 -0.027
F 4.736 -3.948 -1.310
C -2.400 0.872 2.423
C -1.035 0.183 2.734
C 0.335 0.792 3.087
C 1.295 0.969 1.903
O 0.379 1.928 3.940
P -3.188 1.112 4.129
N -4.257 0.061 4.517
O -3.821 2.595 4.289
O -1.983 1.109 5.197
H 1.149 4.975 1.273
H 0.853 3.353 0.785
H 1.234 3.754 2.486
H -1.139 4.970 1.062
H -0.716 5.097 2.700
H -1.328 2.993 3.385
H -2.567 3.956 2.778
H -4.734 2.016 2.220
H -0.656 2.211 0.403
H -2.409 4.095 -0.212
H -2.972 2.944 -1.334
H -0.099 3.029 -1.517
H 0.002 5.404 -1.705
H -2.234 3.416 -3.307
H -1.372 4.990 -3.238
H -0.614 2.804 -4.672
H 0.430 2.872 -3.468
H -0.949 0.078 -0.124
H -0.551 -1.432 -2.810
H -2.280 -1.715 -2.964
H -1.556 -1.728 -1.386
H -3.410 1.073 -3.515
H -3.212 -1.014 -0.393
H -3.947 0.534 -0.263
H -4.272 0.065 1.878
H -4.117 -2.079 1.925
H -2.966 -1.775 3.137
H -2.697 -3.266 0.696
H -1.503 -2.042 0.631
H -1.272 -0.518 3.520
H -0.788 -0.447 1.890
H 0.815 -0.002 3.651
H 2.047 0.191 1.930
H 0.811 0.872 0.936
H 1.836 1.896 1.991
H 0.495 1.636 4.839
H -4.456 -0.610 3.787
H -3.463 3.103 5.018
H -2.086 1.802 5.853
C 8.908 -5.778 -0.499
C 9.176 -5.201 0.882
C 8.323 -5.877 1.944
O 8.938 -3.793 0.881
H 7.863 -5.622 -0.781
H 9.527 -5.282 -1.247
H 9.116 -6.849 -0.530
H 10.230 -5.324 1.130
H 7.261 -5.722 1.736
H 8.526 -5.450 2.927
H 8.513 -6.951 1.985
H 8.012 -3.652 0.664
C -5.184 -5.011 -1.457
C -5.115 -3.898 -2.493
C -6.025 -4.181 -3.677
O -3.766 -3.721 -2.937
H -4.855 -5.958 -1.892
H -4.525 -4.794 -0.615
H -6.199 -5.140 -1.081
H -5.402 -2.952 -2.032
H -5.722 -5.103 -4.179
H -5.963 -3.375 -4.409
H -7.063 -4.286 -3.363
H -3.483 -4.542 -3.352
C 3.259 6.089 -4.616
C 1.905 6.736 -4.381
C 2.006 8.252 -4.339
O 1.333 6.246 -3.163
H 3.949 6.340 -3.805
H 3.163 5.003 -4.641
H 3.698 6.422 -5.556
H 1.216 6.437 -5.171
H 2.658 8.569 -3.520
H 1.026 8.698 -4.168
H 2.410 8.646 -5.272
H 1.917 6.498 -2.440
```

Properties
Charge = +1
Spin multiplicity = 1
HOMO level = -11.01 eV
Kohn-Sham gap = 0.29511 hartree

***

# C32H63N2O8S2

A 3-piece molecular cluster, C32H63N2O8S2 overall in a non-equilibrium geometry (ωB97M-V with the def2-TZVPD basis set, the Open Molecules 2025 dataset).

The geometry in XYZ format:
```
107
Properties=species:S:1:pos:R:3
C 4.326 -0.508 1.850
C 4.810 0.889 1.430
C 3.691 1.905 1.498
O 2.912 1.945 2.405
O 3.679 2.767 0.469
C 2.406 2.862 -0.235
C 2.334 1.729 -1.233
C 1.268 1.882 -2.306
C -0.104 2.076 -1.656
O -0.281 1.327 -0.425
C -1.374 1.776 0.268
O -1.038 3.005 0.908
C -2.142 3.825 1.183
C -2.718 4.544 -0.035
O -3.957 4.005 -0.501
C 1.537 3.239 -3.106
O 0.505 3.811 -3.514
O 2.730 3.557 -3.235
N 1.433 0.820 -3.304
C 0.483 0.837 -4.393
C 1.795 -0.516 -2.904
C 0.776 -1.500 -2.258
C 1.182 -1.984 -0.871
S 0.851 -3.755 -0.549
C -0.698 -4.080 -1.355
S -0.746 -5.293 -2.451
N -1.742 -3.262 -1.002
C -1.928 -2.994 0.437
C -2.454 -4.237 1.119
O -3.746 -4.538 0.616
C -3.727 -4.749 -0.788
C -3.069 -3.599 -1.537
H 3.243 -0.571 1.856
H 4.698 -1.256 1.153
H 4.680 -0.777 2.839
H 5.564 1.236 2.134
H 5.221 0.881 0.429
H 2.391 3.835 -0.708
H 1.610 2.804 0.500
H 2.136 0.814 -0.661
H 3.308 1.608 -1.699
H -0.174 3.130 -1.408
H -0.939 1.857 -2.319
H -2.235 1.946 -0.393
H -1.637 1.039 1.028
H -1.805 4.569 1.901
H -2.944 3.261 1.680
H -2.002 4.490 -0.851
H -2.872 5.598 0.201
H -4.345 3.485 0.205
H 0.474 1.807 -4.877
H 0.782 0.089 -5.128
H -0.548 0.592 -4.103
H 2.712 -0.490 -2.317
H 2.076 -1.011 -3.835
H 0.769 -2.383 -2.897
H -0.236 -1.107 -2.258
H 0.810 -1.344 -0.075
H 2.270 -1.971 -0.806
H -2.719 -2.252 0.519
H -1.042 -2.582 0.903
H -2.566 -4.047 2.183
H -1.780 -5.085 0.978
H -3.242 -5.697 -1.017
H -4.764 -4.817 -1.105
H -3.692 -2.714 -1.409
H -3.014 -3.802 -2.600
C 7.056 -5.180 0.107
C 7.379 -4.563 -1.251
C 7.723 -3.076 -1.178
C 6.600 -2.185 -0.645
C 5.292 -2.269 -1.428
C 5.411 -1.823 -2.882
H 6.178 -4.719 0.561
H 6.852 -6.247 0.012
H 7.894 -5.060 0.797
H 6.538 -4.719 -1.931
H 8.228 -5.094 -1.690
H 8.022 -2.732 -2.172
H 8.602 -2.946 -0.539
H 6.949 -1.148 -0.648
H 6.404 -2.431 0.403
H 4.554 -1.634 -0.930
H 4.893 -3.287 -1.388
H 5.771 -0.794 -2.942
H 4.438 -1.864 -3.370
H 6.093 -2.454 -3.455
C -8.955 3.756 4.556
C -7.452 3.720 4.818
C -6.610 4.012 3.577
C -6.789 3.015 2.432
C -6.494 1.560 2.795
C -5.055 1.325 3.246
H -9.257 2.994 3.837
H -9.515 3.579 5.475
H -9.258 4.729 4.163
H -7.177 2.749 5.237
H -7.207 4.461 5.584
H -5.556 4.054 3.865
H -6.857 5.012 3.207
H -6.135 3.317 1.608
H -7.807 3.084 2.040
H -6.698 0.938 1.919
H -7.180 1.219 3.575
H -4.353 1.633 2.467
H -4.881 0.269 3.449
H -4.817 1.882 4.153
```

Properties
Charge = -1
Spin multiplicity = 1
HOMO level = -4.55 eV
Kohn-Sham gap = 0.23854 hartree

***

Number 1: energy -119789.54359 eV, LUMO energy -2.9763 eV. Number 2: energy -75237.02948 eV, LUMO energy 1.9452 eV.